No. 1
Below is a molecular structure, C27H43BrHgN2O2P2, with properties calculated with ωB97M-V/def2-TZVPD.

XYZ file:
```
78
Properties=species:S:1:pos:R:3:mulliken_charge:R:1
C -0.598 6.594 -3.562 -0.3076
C -0.730 5.217 -3.891 0.4935
C -1.082 5.022 -5.261 -0.3912
C -1.299 6.112 -6.158 -0.2992
N -1.190 7.421 -5.788 -0.5212
C -0.825 7.641 -4.506 -0.2919
C -0.639 4.156 -2.933 -0.1316
C -0.756 3.427 -1.970 -0.9260
C -0.990 2.712 -0.789 0.8367
C -0.076 2.668 0.242 -0.6944
C -0.213 1.771 1.291 1.0431
C -1.240 0.865 1.308 -0.7727
C -2.426 1.226 0.556 -0.1179
C -2.237 2.012 -0.559 -0.9732
Hg -0.634 0.062 -1.294 0.5049
P 1.636 -1.427 0.951 0.8318
H -1.240 4.038 -5.688 0.3854
H -0.350 6.928 -2.561 0.3810
H -1.572 5.974 -7.228 0.3409
H -0.718 8.718 -4.253 0.3569
H -3.045 2.221 -1.208 0.6120
H 0.780 3.343 0.308 0.5307
H -3.436 0.996 1.042 0.5108
H 0.401 1.855 2.182 0.2028
C 2.100 -2.920 2.045 -0.8266
C 3.098 -3.917 1.456 -1.2297
H 1.141 -3.425 2.218 0.5170
H 2.429 -2.578 3.037 0.5334
H 3.241 -4.784 2.117 0.4224
H 2.719 -4.295 0.498 0.1852
H 4.088 -3.469 1.295 0.2782
C 2.435 -1.951 -0.760 0.2609
C 3.272 -0.808 -1.393 -1.4807
H 1.610 -2.158 -1.467 -0.3446
H 3.027 -2.896 -0.750 0.3664
H 3.151 -0.857 -2.490 0.4175
H 2.874 0.167 -1.034 0.2763
H 4.368 -0.842 -1.209 0.3312
C 2.915 -0.246 1.698 -0.2391
C 4.375 -0.695 1.789 -1.4505
H 2.587 0.030 2.709 0.2225
H 2.862 0.687 1.118 0.3514
H 5.001 0.169 2.060 0.4197
H 4.548 -1.457 2.560 0.3145
H 4.742 -1.058 0.821 0.2390
Br -0.962 -0.967 2.528 -0.0078
P -2.418 -3.070 -1.002 0.1686
C -0.673 -3.614 -1.047 1.0359
C -0.405 -5.068 -1.502 -1.4805
H -0.256 -3.503 -0.040 -0.3919
H -0.163 -2.995 -1.788 -0.0551
H 0.673 -5.202 -1.725 0.3742
H -0.665 -5.766 -0.689 0.3928
H -0.968 -5.352 -2.415 0.4340
C -3.218 -2.888 0.618 0.0281
C -4.542 -3.758 0.727 -1.2590
H -3.519 -1.853 0.769 -0.0013
H -2.531 -3.125 1.429 0.3830
H -4.848 -3.884 1.788 0.3878
H -5.394 -3.245 0.218 0.3259
H -4.460 -4.776 0.262 0.3535
C -2.735 -1.542 -1.957 0.4559
C -3.045 -1.845 -3.421 -1.5614
H -1.858 -0.824 -2.201 -0.4919
H -3.547 -1.001 -1.459 0.5809
H -3.369 -0.932 -3.924 0.4168
H -2.143 -2.179 -3.948 0.3585
H -3.808 -2.606 -3.505 0.4524
N 1.668 2.099 6.439 -0.1720
C 0.428 1.860 5.654 -0.6243
C 0.970 1.261 4.384 0.7204
O 0.048 0.766 3.718 -0.6939
O 2.203 1.378 4.167 -0.8728
H 1.500 1.686 7.344 0.3497
H 1.777 3.124 6.522 0.3618
H 2.453 1.680 5.900 0.3099
H -0.204 1.070 6.130 0.2883
H -0.093 2.819 5.478 0.2658
```

- Molecular weight: 770.095 g/mol
- F_max: 3.79 eV/A
- 2S+1: 1
- Orbital gap (spin up / spin down): 4.87 / 4.69 eV
- HOMO (spin up / spin down): -13.0 / -13.0 eV
- Total charge: +2

---

No. 2
Below is 8 unconnected molecules or ions with the total composition C27H40BBrFIN10O8PS, with properties calculated with ωB97M-V/def2-TZVPD.

XYZ file:
```
91
Properties=species:S:1:pos:R:3:mulliken_charge:R:1
C -2.869 -1.873 -2.317 -0.8704
C -1.454 -2.425 -2.891 -0.4282
O -0.418 -1.410 -2.661 -0.1509
C -0.335 -0.639 -3.866 -1.0345
C 0.506 0.683 -3.904 -1.0508
C 0.559 1.600 -2.563 -0.1247
C -1.032 1.722 -2.190 -0.4883
C -1.381 2.601 -0.909 -0.4480
O -2.109 2.164 0.036 -0.5262
N 1.184 0.843 -1.408 1.7328
C 2.174 -0.230 -1.710 -0.7887
O 3.104 -0.253 -2.519 -0.4244
N 2.097 -1.431 -0.801 0.1395
C 2.191 -2.694 -1.520 0.3674
O 3.148 -3.164 -2.141 -0.4527
F 1.047 -3.561 -1.412 -0.1930
C 1.768 1.644 -0.280 0.5257
Br 0.787 1.163 1.434 0.0142
N 3.208 1.266 0.047 -0.6512
C 3.429 1.416 1.348 0.2886
S 4.014 2.263 2.659 0.0098
C 1.771 3.232 -0.397 -1.1237
O 1.389 3.859 -1.621 -0.4456
C 1.265 3.012 -2.796 1.2101
B 2.822 2.903 -3.383 0.5169
O 3.971 2.609 -2.555 -0.4267
O 3.145 3.131 -4.791 -0.6169
P 0.560 4.279 -4.040 -0.0847
O 0.328 3.571 -5.612 -0.5165
I -1.767 5.001 -3.473 -0.0942
H -3.654 -2.689 -2.469 0.2726
H -3.165 -0.915 -2.870 0.2801
H -2.767 -1.620 -1.210 0.2301
H -1.593 -2.700 -3.990 0.3727
H -1.190 -3.383 -2.313 0.2052
H 0.051 -1.341 -4.707 0.3773
H -1.426 -0.404 -4.189 0.4948
H 1.525 0.483 -4.371 0.4910
H -0.050 1.349 -4.672 0.4739
H -1.494 0.694 -1.910 -0.0963
H -1.607 2.022 -3.147 0.6397
H -1.035 3.693 -0.789 0.2990
H 0.380 0.331 -0.957 0.7662
H 2.891 -1.373 -0.126 0.3801
H 1.060 3.630 0.428 0.4002
H 2.809 3.649 -0.093 0.3815
H 4.131 3.417 -2.017 0.3256
H 3.499 4.054 -4.811 0.3208
H 0.453 4.312 -6.247 0.3637
C -1.470 1.238 4.753 -0.1773
C -0.180 1.877 5.030 0.2311
N 0.836 2.378 5.243 -0.4378
H -2.302 1.805 5.183 0.0260
H -1.656 1.154 3.679 0.2002
H -1.517 0.229 5.169 0.1731
C -0.501 -5.422 0.999 -0.8220
C -1.812 -4.931 0.561 0.3368
N -2.841 -4.545 0.217 -0.4192
H 0.181 -5.553 0.155 0.2203
H -0.025 -4.730 1.695 0.2597
H -0.580 -6.386 1.505 0.4244
C -7.390 -3.791 -3.009 -0.8305
C -6.414 -3.082 -2.177 0.4747
N -5.646 -2.526 -1.523 -0.4163
H -7.058 -3.861 -4.048 0.2682
H -7.557 -4.810 -2.652 0.2688
H -8.358 -3.284 -3.012 0.2820
C 8.603 3.089 2.093 -0.8043
C 7.277 3.565 1.689 0.4503
N 6.236 3.940 1.371 -0.4182
H 9.268 2.977 1.234 0.2729
H 9.083 3.781 2.789 0.2824
H 8.546 2.117 2.589 0.2606
C -2.502 -0.242 8.495 -0.8307
C -3.288 -0.398 7.268 0.4220
N -3.907 -0.521 6.304 -0.4018
H -1.439 -0.117 8.278 0.2753
H -2.822 0.632 9.068 0.2698
H -2.600 -1.112 9.149 0.3105
C 3.468 -5.879 1.435 -0.7618
C 2.296 -5.980 2.309 0.4999
N 1.375 -6.060 2.996 -0.4661
H 4.143 -5.084 1.759 0.2770
H 4.042 -6.809 1.424 0.2968
H 3.182 -5.663 0.402 0.1835
C -4.925 2.942 2.593 -0.6981
C -4.436 2.872 3.973 0.4449
N -4.051 2.816 5.056 -0.4848
H -4.154 3.313 1.913 0.1143
H -5.236 1.961 2.227 0.2776
H -5.785 3.610 2.506 0.3231
```

- Molecular weight: 932.338 g/mol
- F_max: 6.68 eV/A
- 2S+1: 1
- Orbital gap: 7.71 eV
- HOMO: -11.7 eV
- Total charge: +1

---

No. 3
Below is 11 unconnected molecules or ions with the total composition C25H44N14O9, with properties calculated with ωB97M-V/def2-TZVPD.

XYZ file:
```
92
Properties=species:S:1:pos:R:3:mulliken_charge:R:1
O -4.272 -0.932 1.117 -0.4790
C -4.309 0.368 0.652 0.0152
C -5.528 1.030 0.568 -0.6492
C -5.532 2.377 0.222 -0.6633
C -4.335 2.975 -0.163 -0.1163
O -4.294 4.302 -0.544 -0.4953
C -3.144 2.276 -0.200 0.7204
C -3.135 0.953 0.237 -0.8941
H -4.686 -1.015 1.980 0.3106
H -6.489 0.563 0.736 0.4780
H -6.433 2.973 0.275 0.4151
H -5.088 4.536 -1.032 0.2994
H -2.280 2.782 -0.608 0.3856
H -2.228 0.358 0.194 0.8369
O 2.890 1.585 2.208 -0.6787
C 1.726 2.101 2.651 0.4442
C 0.466 1.565 2.446 -0.6244
C -0.680 2.298 2.780 -1.2805
C -0.573 3.538 3.388 0.5681
O -1.673 4.342 3.570 -0.5888
C 0.685 4.114 3.562 -0.5578
C 1.800 3.380 3.216 -0.4053
H 2.862 0.663 1.895 0.3049
H 0.190 0.662 1.923 1.4214
H -1.661 1.854 2.643 0.1058
H -2.485 3.855 3.733 0.3276
H 0.752 5.015 4.159 0.4239
H 2.803 3.797 3.194 0.4062
N 1.110 -1.869 -0.902 0.5405
C 1.383 -0.805 -0.107 0.1077
N 0.704 0.324 -0.473 0.3804
O 2.048 -0.901 0.930 -0.5890
H 0.537 -1.774 -1.727 -0.0224
H 1.589 -2.726 -0.692 -0.2657
H 0.210 0.318 -1.348 0.0300
H 0.774 1.209 -0.003 0.1237
N -0.295 4.128 -4.041 -0.4050
C -1.126 3.056 -3.813 0.4861
N -0.558 2.018 -3.123 -0.1728
O -2.249 2.976 -4.287 -0.6565
H -0.631 4.938 -4.524 0.2428
H 0.500 4.199 -3.430 0.2134
H 0.271 2.156 -2.568 0.2716
H -1.212 1.303 -2.837 -0.0316
N -2.781 -0.112 -2.845 -0.1451
C -2.199 -1.344 -3.077 0.4255
N -2.619 -2.025 -4.168 -0.3986
O -1.402 -1.765 -2.246 -0.3478
H -3.496 0.215 -3.470 0.1560
H -2.608 0.259 -1.927 -0.2970
H -2.124 -2.878 -4.367 0.2802
H -3.417 -1.748 -4.706 0.1597
N -1.928 -4.128 0.550 -0.2109
C -1.041 -5.091 0.140 0.5568
N -0.362 -4.800 -1.008 -0.2032
O -1.072 -6.213 0.637 -0.7257
H -1.958 -3.196 0.174 0.1184
H -2.539 -4.340 1.315 0.1713
H -0.358 -3.843 -1.326 -0.0421
H 0.427 -5.364 -1.256 0.2842
N -0.159 -1.199 3.748 -0.1491
C -0.089 -2.560 3.871 0.4607
N 1.026 -3.141 3.338 -0.2358
O -0.984 -3.217 4.380 -0.6960
H 0.524 -0.723 3.190 0.1150
H -0.896 -0.679 4.180 0.1852
H 1.128 -4.121 3.531 0.2052
H 1.828 -2.628 3.022 0.1474
C -1.137 5.295 0.283 -0.8673
C -0.270 4.277 -0.279 0.4879
N 0.416 3.436 -0.654 -0.4722
H -2.103 4.854 0.525 0.1035
H -1.254 6.149 -0.382 0.3924
H -0.726 5.706 1.207 0.2788
C 3.213 -3.686 -3.416 -0.5912
C 1.815 -3.423 -3.754 0.3920
N 0.740 -3.202 -4.087 -0.3670
H 3.380 -4.726 -3.699 0.3095
H 3.359 -3.608 -2.341 -0.0644
H 3.881 -2.994 -3.918 0.3322
C 7.265 -0.157 0.527 -0.9514
C 5.847 -0.179 0.178 0.4870
N 4.734 -0.195 -0.100 -0.3776
H 7.404 -0.016 1.593 0.2769
H 7.777 0.616 -0.046 0.3219
H 7.692 -1.092 0.157 0.2884
C 4.882 -3.749 0.975 -0.8440
C 3.590 -4.137 0.421 0.4583
N 2.592 -4.457 -0.042 -0.4094
H 4.735 -3.444 2.009 0.2894
H 5.242 -2.940 0.337 0.0439
H 5.619 -4.549 0.967 0.3841
```

- Molecular weight: 684.716 g/mol
- SMILES: Oc1ccc(O)cc1.Oc1ccc(O)cc1.NC(N)=O.NC(N)=O.NC(N)=O.NC(N)=O.NC(N)=O.CC#N.CC#N.CC#N.CC#N
- F_max: 1.91 eV/A
- 2S+1: 1
- Orbital gap: 8.19 eV
- HOMO: -8.0 eV